{"formula": "C13H8CeIN4O4S2", "method": "ωB97M-V/def2-TZVPD", "charge": 1, "gap_ev": [7.37, 7.34], "symbols": ["Ce", "S", "N", "C", "C", "C", "C", "C", "N", "C", "C", "N", "C", "C", "C", "C", "C", "N", "H", "H", "H", "H", "H", "H", "O", "S", "O", "O", "O", "I", "C", "H", "H"], "coordinates": [[0.848, -1.979, 1.488], [-1.902, 4.289, -2.899], [-2.327, 3.821, -1.420], [-1.601, 2.760, -1.129], [-1.653, 2.014, 0.105], [-2.489, 2.362, 1.169], [-2.463, 1.597, 2.312], [-1.609, 0.502, 2.362], [-0.812, 0.149, 1.358], [-0.820, 0.894, 0.233], [0.086, 0.505, -0.849], [0.855, -0.581, -0.650], [1.739, -0.930, -1.580], [1.875, -0.243, -2.782], [1.068, 0.844, -3.021], [0.159, 1.243, -2.036], [-0.712, 2.384, -2.178], [-0.792, 3.173, -3.231], [-3.135, 3.225, 1.073], [-3.089, 1.831, 3.161], [-1.570, -0.115, 3.253], [2.362, -1.783, -1.350], [2.604, -0.572, -3.508], [1.120, 1.403, -3.946], [2.845, -2.674, 0.785], [3.199, -2.016, 2.106], [4.556, -2.044, 2.482], [2.570, -0.650, 1.933], [2.218, -2.685, 3.045], [-0.174, -4.019, -0.780], [-0.750, -3.899, 1.398], [-0.372, -4.856, 1.763], [-1.835, -3.954, 1.331]], "lowdin_charge": [1.048, 1.079, -0.201, -0.301, -0.063, 0.048, -0.006, -0.085, 0.034, -0.115, -0.114, 0.002, -0.108, 0.009, 0.050, -0.062, -0.299, -0.200, 0.134, 0.124, 0.128, 0.107, 0.126, 0.133, -0.373, 0.395, -0.156, -0.337, -0.340, 0.930, -0.543, -0.019, -0.028]}

{"formula": "CHINO2P", "method": "ωB97M-V/def2-TZVPD", "smiles": "C#[N+][O-].O=PI", "gap_ev": 8.55, "symbols": ["C", "N", "O", "O", "P", "I", "H"], "coordinates": [[0.653, 0.007, -0.101], [1.622, -0.602, -0.028], [2.400, -1.483, 0.156], [1.284, 1.824, 2.124], [0.641, 0.601, 2.454], [2.109, -0.610, 3.932], [-0.074, 0.872, -0.340]], "nbo_charge": [-0.088, 0.199, -0.372, -1.026, 1.181, -0.193, 0.299]}

{"formula": "C9H9NO4RuTe", "method": "ωB97M-V/def2-TZVPD", "spin_multiplicity": 5, "charge": 2, "gap_ev": [9.20, 6.53], "symbols": ["Ru", "O", "C", "O", "C", "C", "C", "C", "C", "N", "C", "O", "O", "H", "H", "H", "C", "Te", "C", "H", "H", "H", "H", "H", "H"], "coordinates": [[0.129, 0.225, -0.009], [-0.162, -1.991, -3.295], [-0.235, -1.555, -2.206], [0.324, -0.351, -1.806], [-0.939, -2.207, -1.051], [-1.618, -3.402, -1.035], [-2.197, -3.809, 0.168], [-2.091, -3.027, 1.319], [-1.398, -1.843, 1.231], [-0.853, -1.479, 0.066], [-1.143, -0.833, 2.313], [-1.516, -0.916, 3.425], [-0.398, 0.223, 1.814], [-1.687, -3.992, -1.939], [-2.738, -4.746, 0.209], [-2.532, -3.321, 2.262], [1.896, 3.878, 1.426], [1.443, 2.503, -0.110], [2.346, 3.476, -1.752], [2.976, 4.011, 1.393], [1.564, 3.467, 2.375], [1.369, 4.797, 1.175], [1.925, 4.479, -1.768], [2.118, 2.922, -2.658], [3.415, 3.491, -1.545]], "mulliken_spin": [2.680, 0.033, -0.010, 0.229, 0.005, 0.009, 0.006, 0.009, 0.005, -0.047, -0.010, 0.033, 0.229, 0.000, -0.001, 0.000, -0.036, 0.817, -0.036, 0.021, -0.003, 0.025, 0.020, -0.003, 0.025]}

{"formula": "C5H6O3", "method": "ωB97M-V/def2-TZVPD", "gap_ev": 8.53, "symbols": ["C", "C", "C", "C", "C", "H", "H", "H", "H", "H", "H", "O", "O", "O"], "coordinates": [[1.471, -1.666, -0.546], [1.152, -0.077, -0.090], [2.405, 0.593, 0.282], [-0.035, 0.707, 0.113], [-1.335, -0.074, 0.232], [0.408, -2.557, -0.688], [2.524, -1.540, -1.367], [2.007, -2.259, 0.582], [2.541, 1.704, 0.363], [3.431, 0.115, -0.083], [-3.117, -0.634, -0.434], [0.017, 1.956, -0.132], [-2.501, 0.035, -0.710], [-1.232, -0.957, 1.051]], "nbo_charge": [-0.714, -0.124, -0.279, 0.386, 0.721, 0.277, 0.266, 0.240, 0.231, 0.199, 0.489, -0.474, -0.692, -0.527]}

{"formula": "C3H8O2", "method": "ωB97M-V/def2-TZVPD", "gap_ev": [9.18, 9.18], "symbols": ["C", "C", "O", "C", "O", "H", "H", "H", "H", "H", "H", "H", "H"], "coordinates": [[1.470, -0.817, -0.598], [-0.394, 0.260, 1.202], [0.366, 1.208, 1.232], [-1.355, 0.136, 0.038], [-1.133, 1.312, -0.716], [2.136, -0.971, -1.444], [1.096, -1.818, -0.274], [2.094, -0.473, 0.256], [-0.483, -0.410, 2.066], [-0.470, 1.783, -0.137], [-1.100, -0.712, -0.606], [-2.382, -0.016, 0.395], [0.155, 0.517, -1.415]], "nbo_charge": [-0.856, 0.433, -0.532, -0.208, -0.694, 0.192, 0.180, 0.193, 0.147, 0.506, 0.238, 0.205, 0.194]}

{"formula": "C16H30CeN2O5", "method": "ωB97M-V/def2-TZVPD", "spin_multiplicity": 2, "charge": 3, "gap_ev": [10.24, 10.32], "symbols": ["Ce", "C", "O", "C", "C", "O", "C", "C", "O", "C", "H", "H", "H", "H", "H", "H", "H", "H", "H", "H", "H", "H", "H", "H", "C", "C", "O", "N", "C", "C", "C", "C", "C", "C", "N", "H", "H", "H", "H", "H", "H", "H", "H", "H", "H", "C", "C", "O", "H", "H", "H", "H", "H", "H"], "coordinates": [[-0.046, -0.301, -0.213], [1.791, 0.479, -3.136], [1.774, -0.218, -1.851], [2.468, -1.494, -1.877], [1.488, -2.598, -2.170], [0.449, -2.516, -1.154], [-0.790, -3.240, -1.445], [-1.819, -2.305, -2.024], [-2.095, -1.250, -1.056], [-3.387, -0.597, -1.242], [2.826, 0.650, -3.419], [1.275, 1.422, -2.990], [1.276, -0.126, -3.881], [2.944, -1.621, -0.903], [3.258, -1.469, -2.627], [1.975, -3.572, -2.110], [1.026, -2.487, -3.153], [-1.123, -3.669, -0.502], [-0.572, -4.050, -2.140], [-2.745, -2.844, -2.232], [-1.487, -1.843, -2.959], [-4.159, -1.363, -1.255], [-3.378, -0.033, -2.173], [-3.537, 0.066, -0.395], [-0.980, 3.792, -2.175], [-0.949, 2.902, -0.983], [-0.799, 1.641, -1.121], [-1.053, 3.406, 0.232], [-1.016, 2.616, 1.465], [0.375, 2.318, 1.984], [0.982, 3.143, 2.912], [2.268, 2.845, 3.348], [2.919, 1.730, 2.844], [2.245, 0.953, 1.920], [1.004, 1.229, 1.498], [-1.356, 3.243, -3.034], [0.042, 4.121, -2.382], [-1.593, 4.676, -2.003], [-1.202, 4.404, 0.309], [-1.586, 1.698, 1.289], [-1.580, 3.169, 2.213], [0.455, 4.004, 3.303], [2.756, 3.481, 4.077], [3.919, 1.465, 3.156], [2.728, 0.072, 1.505], [-0.690, -3.148, 3.457], [-0.032, -2.002, 2.739], [-0.972, -1.379, 1.773], [0.027, -3.593, 4.148], [-1.017, -3.923, 2.765], [-1.537, -2.805, 4.054], [0.810, -2.344, 2.131], [0.302, -1.212, 3.409], [-1.882, -1.525, 2.073]], "mulliken_spin": [0.965, 0.001, 0.004, -0.001, 0.002, 0.002, 0.001, 0.002, 0.006, 0.002, 0.000, 0.000, 0.000, 0.000, 0.000, 0.000, -0.001, -0.001, 0.000, 0.000, 0.000, 0.000, 0.000, -0.001, 0.000, 0.001, 0.004, -0.001, 0.003, 0.002, 0.000, 0.000, 0.000, 0.002, 0.006, 0.000, 0.000, 0.000, 0.000, -0.001, 0.000, 0.000, 0.000, 0.000, 0.000, 0.000, 0.002, 0.002, 0.000, 0.000, 0.000, 0.001, 0.000, 0.001]}

{"formula": "C34H31BrGeIN4O2Re", "method": "ωB97M-V/def2-TZVPD", "spin_multiplicity": 2, "charge": -1, "gap_ev": [5.91, 5.98], "symbols": ["Re", "C", "C", "C", "C", "C", "H", "H", "H", "H", "H", "C", "Ge", "C", "C", "C", "C", "C", "C", "C", "C", "C", "C", "C", "C", "C", "C", "C", "C", "C", "C", "H", "H", "H", "H", "H", "H", "H", "H", "H", "H", "H", "H", "H", "H", "H", "Br", "C", "C", "C", "C", "C", "C", "I", "H", "H", "H", "H", "C", "C", "O", "O", "H", "H", "H", "N", "C", "N", "N", "C", "N", "H", "H", "H", "H"], "coordinates": [[-1.984, 0.151, -0.656], [-3.859, -0.605, 0.265], [-4.136, 0.333, -0.796], [-3.758, -0.280, -2.047], [-3.330, -1.606, -1.736], [-3.385, -1.808, -0.354], [-4.107, -0.493, 1.307], [-4.601, 1.299, -0.681], [-3.910, 0.131, -3.030], [-2.909, -2.309, -2.440], [-3.045, -2.690, 0.166], [-1.199, 1.602, -0.057], [0.048, 2.962, 0.369], [-0.438, 3.785, 2.086], [-0.123, 5.097, 2.432], [-0.467, 5.612, 3.676], [-1.134, 4.816, 4.597], [-1.462, 3.509, 4.265], [-1.121, 3.002, 3.018], [1.792, 2.090, 0.565], [1.966, 1.178, 1.606], [3.148, 0.468, 1.749], [4.180, 0.661, 0.839], [4.018, 1.550, -0.212], [2.829, 2.259, -0.349], [0.197, 4.338, -1.018], [1.181, 5.327, -0.981], [1.269, 6.286, -1.981], [0.373, 6.265, -3.041], [-0.604, 5.282, -3.097], [-0.690, 4.326, -2.093], [0.387, 5.738, 1.723], [-0.215, 6.636, 3.925], [-1.401, 5.215, 5.568], [-1.988, 2.883, 4.975], [-1.402, 1.988, 2.755], [1.158, 0.997, 2.307], [3.235, -0.261, 2.544], [5.102, 0.099, 0.937], [4.813, 1.686, -0.937], [2.708, 2.937, -1.186], [1.901, 5.345, -0.169], [2.041, 7.046, -1.937], [0.440, 7.011, -3.824], [-1.299, 5.255, -3.928], [-1.442, 3.545, -2.141], [-3.342, -5.405, -1.930], [-1.934, -6.655, -1.707], [-2.108, -7.914, -2.268], [-1.113, -8.869, -2.144], [0.053, -8.559, -1.460], [0.216, -7.299, -0.908], [-0.773, -6.322, -1.018], [-0.425, -4.443, -0.151], [-3.023, -8.135, -2.800], [-1.251, -9.849, -2.583], [0.838, -9.296, -1.355], [1.126, -7.057, -0.374], [-0.574, -1.177, 3.153], [0.401, -1.836, 2.188], [1.523, -2.190, 2.585], [-0.041, -1.989, 0.998], [-0.052, -0.748, 4.008], [-1.268, -1.939, 3.516], [-1.158, -0.426, 2.618], [2.320, -2.063, -0.231], [2.674, -1.901, -1.488], [3.952, -2.214, -1.865], [1.887, -1.419, -2.447], [0.739, -0.944, -2.034], [-0.276, -0.523, -1.681], [2.970, -2.354, 0.481], [1.336, -1.975, 0.108], [4.434, -2.916, -1.331], [4.088, -2.243, -2.861]], "mulliken_spin": [0.911, -0.024, -0.023, -0.008, -0.066, 0.136, 0.001, 0.005, -0.009, -0.002, 0.029, -0.054, 0.009, 0.004, -0.002, 0.000, 0.000, 0.001, 0.002, -0.008, 0.013, 0.001, 0.000, 0.001, 0.001, 0.011, 0.002, 0.000, 0.000, -0.003, -0.005, 0.000, 0.000, 0.000, 0.000, -0.006, -0.002, -0.001, 0.000, 0.000, 0.000, 0.000, 0.000, 0.000, 0.000, -0.002, 0.000, 0.000, 0.000, 0.000, 0.000, 0.000, 0.001, 0.004, 0.000, 0.000, 0.000, 0.000, 0.017, 0.016, 0.004, 0.025, 0.000, 0.001, -0.002, 0.001, -0.004, 0.001, 0.003, 0.028, -0.012, 0.000, 0.004, 0.000, 0.000]}

Relative energy (zero: lowest compared OMol25 entry of this formula, charge and spin) across the listed records, respectively: 0.3402 3.2455 0.0000 5.7582 5.5921 0.0000 0.0000 eV.
Total energy across the listed records, respectively: -2589.21440 -882.88746 -1066.26690 -419.62779 -269.38938 -1587.67065 -6710.66808 a.u..
Molecular weight across the listed records, respectively: 615.38 216.90 423.84 114.10 76.09 470.54 993.27 g/mol.